1.
31
Properties=species:S:1:pos:R:3 method="wB97M-V/def2-TZVPD" e_tot_ev=-58855.4369 gap_ev=1.29 charge=+1 de_lowest_kcal_mol=34.9
Al -1.216 0.494 3.150
N 3.257 3.223 4.299
S 3.834 3.864 5.612
O 3.666 5.300 5.745
O 4.979 3.217 6.248
F 2.767 3.280 6.606
S 4.649 3.547 3.406
O 5.779 2.628 3.562
O 4.904 4.923 3.075
F 3.943 3.028 2.063
N -1.571 -6.070 1.793
O -1.184 -4.890 1.758
O -1.333 -6.783 0.851
O -2.287 -6.446 2.694
C -0.299 -1.232 -4.147
C -1.014 -0.437 -3.051
C -2.439 -1.035 -2.676
O -3.161 -0.310 -1.661
C -4.088 0.520 -2.417
N -0.049 -0.569 -1.982
H 0.600 -0.758 -4.541
H -0.960 -1.275 -5.013
H -0.172 -2.299 -3.967
H -1.158 0.606 -3.333
H -2.344 -2.057 -2.308
H -3.022 -1.159 -3.588
H -4.396 1.416 -1.879
H -4.994 -0.054 -2.614
H -3.745 0.936 -3.364
H 0.310 -1.512 -1.936
H 0.746 -0.096 -2.385



2.
18
Properties=species:S:1:pos:R:3 method="wB97M-V/def2-TZVPD" e_tot_ev=-9095.1102 gap_ev="8.14 / 7.74" de_lowest_kcal_mol=125.4
B 3.576 -0.119 0.891
C -2.251 -0.251 -1.294
C -1.876 -0.337 1.153
C -0.019 0.596 -0.330
C -1.518 0.387 -0.134
O 4.571 -0.819 1.493
O 3.592 0.364 -0.416
H -2.428 -1.260 -0.890
H -1.625 -0.423 -2.174
H -3.183 0.286 -1.455
H -1.420 -1.396 1.081
H -2.921 -0.104 1.074
H -1.362 0.193 1.966
H 0.278 0.866 -1.358
H 0.555 0.803 0.492
H -1.998 1.378 -0.153
H 5.240 -1.032 0.891
H 2.789 0.869 -0.836



3.
18
Properties=species:S:1:pos:R:3 method="wB97M-V/def2-TZVPD" smiles=C[C@H](Br)[C@H](C)NN e_tot_ev=-77346.7113 gap_ev=9.26 de_lowest_kcal_mol=6.9
C -0.636 -1.404 0.097
C -1.426 1.607 0.057
C 0.361 -0.337 -0.448
C -0.414 0.997 -0.902
N 1.912 -1.100 1.105
N 1.410 0.060 0.536
Br -1.200 0.527 -2.673
H -1.491 -0.965 0.499
H -0.721 -2.264 -0.700
H -0.095 -1.895 0.851
H -2.262 0.921 0.279
H -1.848 2.706 -0.348
H -1.070 1.815 1.082
H 0.938 -0.698 -1.461
H 0.345 1.723 -1.348
H 2.551 -1.471 0.308
H 2.620 -0.804 1.734
H 1.027 0.582 1.331



4.
18
Properties=species:S:1:pos:R:3 method="wB97M-V/def2-TZVPD" e_tot_ev=-77327.3091 gap_ev=8.37 charge=+2 de_lowest_kcal_mol=56.7
C -0.655 -0.410 -0.683
C -0.349 0.824 -0.810
C -0.394 2.184 -1.189
C -0.355 -1.299 0.577
N 1.366 1.005 1.353
N -0.396 -2.790 0.280
Br -2.105 -1.059 1.722
H -0.896 -0.894 -1.634
H -1.229 2.428 -1.870
H 0.626 2.670 -1.643
H -0.573 2.818 -0.309
H 0.515 -0.977 1.253
H 1.831 1.894 1.523
H 2.095 0.447 1.132
H 0.828 0.779 2.285
H -0.732 -3.091 -0.636
H 0.643 -3.138 0.393
H -1.011 -3.465 0.899



5.
21
Properties=species:S:1:pos:R:3 method="wB97M-V/def2-TZVPD" e_tot_ev=-28426.8652 gap_ev="6.02 / 6.02" de_lowest_kcal_mol=87.7
Tl 1.755 2.331 -0.120
Cl 1.669 3.123 2.133
C 0.063 2.661 -1.393
C 3.256 0.979 -0.793
H 0.492 3.009 -2.348
H -0.485 1.715 -1.524
H -0.563 3.441 -0.928
H 3.681 1.445 -1.694
H 2.757 0.031 -1.031
H 4.013 0.867 -0.004
Hf -1.093 -0.791 0.564
C -0.756 -2.335 2.034
C -0.815 -1.829 -1.182
H -0.363 -3.202 1.486
H -0.081 -2.109 2.871
H -1.727 -2.630 2.449
H -0.045 -2.602 -1.333
H -1.431 -1.679 -2.078
O -4.250 -1.313 1.517
N -3.138 -1.102 1.124
O -2.941 -0.010 0.250



6.
18
Properties=species:S:1:pos:R:3 method="wB97M-V/def2-TZVPD" smiles=CC(C)(C)N(N)Cl e_tot_ev=-19825.5241 gap_ev=9.65 de_lowest_kcal_mol=40.3
C 1.003 -0.549 -0.845
C -0.670 -1.426 1.033
C -1.266 0.231 -0.864
C -0.150 -0.189 0.085
N 1.148 2.020 0.315
N 0.309 0.761 1.004
Cl -0.916 1.648 1.797
H 0.850 -1.503 -1.448
H 1.096 0.298 -1.523
H 1.895 -0.883 -0.145
H -0.530 -2.261 0.306
H -1.700 -1.194 1.096
H -0.127 -1.523 1.932
H -0.719 1.043 -1.363
H -1.398 -0.526 -1.700
H -2.282 0.383 -0.395
H 1.842 2.274 1.022
H 1.616 1.395 -0.306



7.
18
Properties=species:S:1:pos:R:3 method="wB97M-V/def2-TZVPD" e_tot_ev=-20375.9817 gap_ev="7.79 / 7.97" charge=+1 de_lowest_kcal_mol=92.1
C -2.478 0.997 0.420
C -1.602 1.122 -0.765
C 0.995 -0.866 -0.631
C 0.532 0.270 0.195
N 2.157 -1.606 -0.117
O 0.271 -0.055 1.526
Cl 1.363 1.811 -0.156
H -2.899 -0.042 0.379
H -3.273 1.802 0.514
H -1.713 0.931 1.322
H -1.665 0.281 -1.587
H -1.089 2.153 -0.976
H 1.250 -0.391 -1.565
H 0.197 -1.598 -0.798
H 2.468 -2.396 -0.607
H 1.931 -2.077 0.808
H 2.924 -0.966 -0.115
H 0.631 0.631 2.153



8.
19
Properties=species:S:1:pos:R:3 method="wB97M-V/def2-TZVPD" e_tot_ev=-48073.8497 gap_ev="10.66 / 7.36" multiplicity=5 charge=+2
O -0.549 1.878 0.197
C -1.858 1.388 -0.073
C -1.737 -0.073 -0.448
O -0.856 -0.702 0.488
C -0.697 -2.104 0.278
Co 0.504 0.517 1.139
H -2.309 1.939 -0.909
H -2.495 1.502 0.816
H -1.296 -0.169 -1.452
H -2.717 -0.569 -0.422
H -0.005 -2.487 1.033
H -1.674 -2.600 0.366
H -0.282 -2.296 -0.720
O 1.927 0.856 0.166
H 0.175 2.316 -0.527
C 3.187 0.275 0.036
H 3.431 0.044 -1.016
H 3.956 0.955 0.447
H 3.296 -0.670 0.600



9.
18
Properties=species:S:1:pos:R:3 method="wB97M-V/def2-TZVPD" e_tot_ev=-8405.4302 gap_ev=7.12 charge=+1 de_lowest_kcal_mol=29.4
Cs 0.597 -3.712 -4.825
C -1.895 0.797 -0.485
C -0.833 1.108 0.532
C 0.055 -0.091 0.968
O 0.828 -0.570 -0.086
C 1.782 -1.535 0.336
N -0.037 2.180 0.025
H -1.412 0.457 -1.401
H -2.518 1.672 -0.667
H -2.587 0.069 -0.062
H -1.251 1.524 1.449
H -0.485 -0.864 1.514
H 0.675 0.451 1.682
H 1.231 -2.311 0.867
H 2.579 -1.176 0.987
H 2.160 -2.134 -0.492
H 0.292 1.950 -0.902
H 0.819 2.186 0.560



10.
19
Properties=species:S:1:pos:R:3 method="wB97M-V/def2-TZVPD" e_tot_ev=-16887.7660 gap_ev=8.89 charge=+1 de_lowest_kcal_mol=65.0
C 2.932 -1.897 0.269
C -0.937 1.928 0.249
C 2.204 -0.835 0.481
C -1.365 -1.533 -0.933
N -1.247 0.810 -0.291
N -1.490 3.133 0.083
N -0.668 -0.394 -0.295
I 2.845 1.109 0.258
H 2.408 -2.818 0.420
H 3.851 -1.872 -0.310
H -0.176 1.805 1.087
H 1.248 -0.795 0.935
H -1.997 -1.103 -1.818
H -0.664 -2.294 -1.267
H -2.153 -1.986 -0.313
H -1.767 0.882 -1.189
H -1.059 3.951 0.489
H -2.415 3.427 -0.246
H -0.264 -0.774 0.544



11.
18
Properties=species:S:1:pos:R:3 method="wB97M-V/def2-TZVPD" e_tot_ev=-12998.4071 gap_ev=5.12 charge=+3 de_lowest_kcal_mol=47.3
In 2.244 2.343 1.450
C -2.070 0.191 -0.495
C -0.726 0.173 0.218
C 0.353 -0.110 -0.809
O 1.652 -0.130 -0.239
C 2.071 -1.450 0.183
N -0.508 1.394 0.870
H -2.364 -0.731 -0.998
H -2.080 0.971 -1.256
H -2.914 0.361 0.174
H -0.777 -0.677 0.899
H 0.397 0.699 -1.538
H 0.117 -1.013 -1.373
H 1.341 -1.897 0.858
H 3.025 -1.391 0.708
H 2.180 -2.101 -0.684
H -1.000 1.268 1.743
H -0.943 2.098 0.290



12.
19
Properties=species:S:1:pos:R:3 method="wB97M-V/def2-TZVPD" e_tot_ev=-41785.9864 gap_ev="4.39 / 4.12" multiplicity=6 charge=-1 de_lowest_kcal_mol=0.0
C 2.440 -0.922 -2.487
H 3.398 -0.371 -2.558
H 2.591 -1.727 -1.742
H 2.315 -1.440 -3.461
O 1.297 -0.020 -2.341
Mn 1.221 1.817 -1.948
H 0.426 0.857 -0.552
O 1.041 1.041 0.282
C -3.011 0.476 1.222
O -1.665 0.823 1.417
C -0.781 -0.262 1.278
C 0.655 0.221 1.351
H -3.597 1.403 1.238
H -3.178 0.006 0.236
H -3.348 -0.241 1.992
H -0.943 -0.776 0.311
H -0.963 -0.996 2.086
H 1.301 -0.675 1.390
H 0.801 0.786 2.284



13.
17
Properties=species:S:1:pos:R:3 method="wB97M-V/def2-TZVPD" smiles="CC(C)/[NH+]=C/N" e_tot_ev=-7298.2997 gap_ev=10.65 charge=+1 de_lowest_kcal_mol=61.1
C -0.840 -1.380 0.585
C -0.784 1.689 -0.684
C 1.869 0.895 0.021
C 0.419 0.677 0.359
N -1.198 -2.622 0.273
N 0.046 -0.693 0.028
H -1.144 -1.091 1.592
H -1.438 1.011 -0.905
H -1.072 2.525 -0.035
H -0.376 2.074 -1.547
H 2.166 0.506 -0.968
H 2.433 0.558 0.796
H 1.854 2.055 -0.095
H 0.207 0.948 1.450
H -1.997 -3.147 0.524
H -0.752 -3.111 -0.592
H 0.607 -0.895 -0.802



14.
17
Properties=species:S:1:pos:R:3 method="wB97M-V/def2-TZVPD" smiles="C=[NH+]CCCN" e_tot_ev=-7296.7452 gap_ev=8.64 charge=+1 de_lowest_kcal_mol=96.9
C -0.036 -1.582 0.396
C 1.064 -0.944 -0.378
C 0.897 0.628 -0.981
C -1.130 2.208 -0.519
N -0.168 1.288 -0.343
N -0.688 -0.637 1.411
H 0.280 -2.497 0.879
H -1.014 -1.953 -0.088
H 2.001 -0.984 0.199
H 1.217 -1.579 -1.333
H 1.770 1.326 -0.809
H 0.698 0.463 -2.039
H -0.544 3.151 -0.583
H -2.125 2.122 -0.249
H -1.608 -0.987 1.628
H -0.188 -0.639 2.306
H -0.428 0.616 0.504



15.
17
Properties=species:S:1:pos:R:3 method="wB97M-V/def2-TZVPD" smiles="CCCNC=[NH2+]" e_tot_ev=-7299.8411 gap_ev=10.85 charge=+1 de_lowest_kcal_mol=25.5
C 1.527 -1.049 -0.757
C 0.139 -0.905 -1.417
C -0.636 0.352 -1.057
N -1.015 0.340 0.362
C -0.474 1.133 1.223
N -0.578 0.924 2.552
H 1.571 -1.942 -0.137
H 1.770 -0.156 -0.176
H 2.299 -1.155 -1.511
H -0.446 -1.802 -1.230
H 0.247 -0.898 -2.499
H -1.529 0.415 -1.675
H -0.060 1.249 -1.286
H -1.830 -0.190 0.652
H 0.159 1.938 0.861
H -0.835 1.705 3.137
H -0.308 0.042 2.957



16.
17
Properties=species:S:1:pos:R:3 method="wB97M-V/def2-TZVPD" e_tot_ev=-7293.4769 gap_ev="6.35 / 8.89" charge=+1 de_lowest_kcal_mol=172.3
C -1.060 -0.218 -0.349
C -3.215 0.445 0.103
C 1.906 0.838 0.948
C 2.305 -0.860 -0.729
N -1.839 0.351 0.448
N 1.704 -0.437 0.400
H -1.416 -0.895 -1.102
H -3.493 -0.197 -0.758
H -3.743 0.130 0.893
H -3.525 1.405 -0.039
H 2.698 0.897 1.629
H 1.003 1.141 1.445
H 2.297 1.532 0.207
H 3.275 -0.268 -0.890
H 1.771 -0.457 -1.689
H 2.520 -1.976 -0.928
H -1.487 0.962 1.332



17.
17
Properties=species:S:1:pos:R:3 method="wB97M-V/def2-TZVPD" smiles="C=C(N)CC[NH3+]" e_tot_ev=-7299.0491 gap_ev=8.86 charge=+1 de_lowest_kcal_mol=43.8
C -0.616 -1.121 -0.743
C -0.350 0.401 -0.972
C 0.669 1.002 -0.005
C 1.926 1.101 -0.499
N 0.248 1.108 1.326
N -0.993 -1.407 0.701
H 0.301 -1.701 -0.860
H -1.449 -1.505 -1.328
H -0.185 0.334 -2.056
H -1.254 1.000 -0.817
H 2.221 0.368 -1.238
H 2.590 1.798 0.006
H -0.409 -0.857 1.364
H 0.959 1.562 1.889
H -0.652 1.538 1.514
H -1.020 -2.419 0.858
H -1.985 -1.202 0.858



18.
17
Properties=species:S:1:pos:R:3 method="wB97M-V/def2-TZVPD" e_tot_ev=-7290.8062 gap_ev=8.05 charge=+1 de_lowest_kcal_mol=233.9
C 2.069 0.423 -0.864
C 0.653 -0.754 -0.612
C -0.592 -0.644 0.433
C -1.908 -0.720 0.257
N -3.052 -0.148 0.908
N 2.423 1.553 -0.054
H 2.239 -0.044 -1.835
H 2.723 -0.122 -0.066
H 1.026 -1.859 -0.555
H 0.143 -0.659 -1.613
H 0.072 -0.018 1.100
H -2.181 -1.249 -0.648
H -3.517 0.694 0.633
H 0.959 0.103 0.468
H -3.517 -0.757 1.524
H 1.899 2.430 0.003
H 3.439 1.788 -0.185



19.
17
Properties=species:S:1:pos:R:3 method="wB97M-V/def2-TZVPD" e_tot_ev=-7298.5496 gap_ev=10.48 charge=+1 de_lowest_kcal_mol=55.3
C -1.368 0.517 1.605
C -0.649 -0.469 1.150
C 0.852 1.100 -0.102
C 0.336 -0.292 0.112
N -1.024 -0.016 -1.599
N 1.147 -1.220 -0.252
H -2.122 0.301 2.340
H -1.302 1.508 1.158
H -0.584 -1.396 1.743
H 0.156 1.972 -0.083
H 1.501 1.203 -0.949
H 1.564 1.024 0.823
H -1.373 0.946 -1.394
H -1.703 -0.739 -1.321
H 1.139 -2.233 -0.139
H 1.770 -0.977 -1.029
H -0.895 -0.059 -2.754



20.
17
Properties=species:S:1:pos:R:3 method="wB97M-V/def2-TZVPD" e_tot_ev=-7294.5825 gap_ev="6.49 / 7.51" multiplicity=3 charge=+1 de_lowest_kcal_mol=36.6
C -0.097 0.537 -0.220
C 0.635 1.825 -0.374
C 1.936 -0.923 0.234
C -2.085 -0.757 0.176
N 0.594 -0.525 0.147
N -1.426 0.419 -0.264
H 1.717 1.583 -0.202
H 0.488 2.290 -1.306
H 0.159 2.325 0.457
H 2.717 -0.218 -0.115
H 2.146 -1.231 1.300
H 1.942 -1.914 -0.371
H -3.186 -0.594 0.336
H -1.582 -1.020 1.099
H -1.980 -1.505 -0.497
H 0.026 -1.460 0.132
H -2.003 1.170 -0.532



21.
18
Properties=species:S:1:pos:R:3 method="wB97M-V/def2-TZVPD" smiles=NCNCCC[O-] e_tot_ev=-9353.1247 gap_ev=7.03 charge=-1 de_lowest_kcal_mol=31.5
C -0.496 0.986 -0.056
C -1.688 0.074 -0.448
C -1.643 -1.359 0.176
O -0.483 -2.017 -0.011
N 0.435 0.456 0.966
C 1.806 0.733 0.593
N 2.215 0.168 -0.711
H -0.033 1.132 -1.038
H -0.688 2.022 0.249
H -2.664 0.489 -0.223
H -1.654 -0.227 -1.485
H -2.000 -1.250 1.220
H -2.470 -1.926 -0.309
H 0.432 -0.581 0.739
H 1.944 1.822 0.534
H 2.419 0.357 1.399
H 1.496 -0.512 -0.984
H 3.070 -0.367 -0.609



22.
18
Properties=species:S:1:pos:R:3 method="wB97M-V/def2-TZVPD" e_tot_ev=-9346.8341 gap_ev=4.21 charge=-1 de_lowest_kcal_mol=176.6
N -1.076 0.910 2.579
C 0.405 -0.130 0.568
C -0.154 -1.254 -0.276
C -0.846 -0.841 -1.549
O -1.601 -1.741 -2.172
C 0.927 0.952 -0.348
N 1.679 0.759 -1.526
H -0.402 0.298 1.382
H -1.993 0.672 2.955
H 1.138 -0.568 1.258
H 0.533 -2.095 -0.433
H -0.909 -1.688 0.398
H -1.373 0.134 -1.485
H 0.023 -0.580 -2.272
H 0.212 1.766 -0.442
H 1.933 1.336 0.021
H -0.960 1.920 2.631
H 2.465 0.151 -1.289



23.
18
Properties=species:S:1:pos:R:3 method="wB97M-V/def2-TZVPD" e_tot_ev=-9346.2645 gap_ev="8.04 / 5.00" multiplicity=2 de_lowest_kcal_mol=144.2
C -0.723 0.566 0.724
N 0.195 -0.341 -0.049
C -2.057 -0.417 0.967
C -2.726 -0.963 -0.264
N -2.403 0.839 1.333
C 3.620 0.573 -0.756
O 2.680 0.609 0.203
H -0.310 0.994 1.622
H -0.922 1.340 -0.026
H 1.184 -0.223 0.254
H 0.184 -0.136 -1.039
H -1.864 -1.114 1.782
H -3.333 -1.868 -0.084
H -3.405 -0.178 -0.606
H -1.956 -1.232 -1.022
H 4.645 0.776 -0.387
H 3.709 -0.509 -1.061
H 3.482 1.282 -1.590



24.
18
Properties=species:S:1:pos:R:3 method="wB97M-V/def2-TZVPD" smiles="CNC(O)=[N+](C)C" e_tot_ev=-9346.9887 gap_ev=11.21 charge=+1 de_lowest_kcal_mol=43.1
C 0.102 -0.510 0.063
C -1.807 -1.622 -1.253
C 1.635 0.721 1.578
C 0.415 1.943 -0.181
N -0.714 -0.602 -0.995
N 0.790 0.597 0.372
O 0.390 -1.589 0.732
H -2.285 -2.032 -0.295
H -2.636 -1.204 -1.848
H -1.364 -2.478 -1.937
H 1.684 -0.250 1.930
H 1.243 1.423 2.260
H 2.616 1.100 1.393
H 0.426 2.025 -1.316
H 1.221 2.573 0.253
H -0.553 2.151 0.297
H -1.089 0.179 -1.415
H -0.073 -2.423 0.361



25.
18
Properties=species:S:1:pos:R:3 method="wB97M-V/def2-TZVPD" smiles="[NH3+]CCNCC=O" e_tot_ev=-9345.7980 gap_ev=10.24 charge=+1 de_lowest_kcal_mol=70.5
N 1.757 1.234 -0.432
C 1.100 0.262 -1.407
C -0.404 0.303 -1.158
N -0.698 -1.056 -0.678
C -1.467 -1.062 0.578
C -0.649 -0.511 1.754
O 0.075 0.462 1.628
H 2.768 1.020 -0.620
H 1.382 0.999 0.613
H 1.546 2.193 -0.607
H 1.397 0.720 -2.437
H 1.506 -0.785 -1.236
H -1.163 0.529 -1.979
H -0.661 1.108 -0.393
H -1.235 -1.533 -1.435
H -2.391 -0.245 0.734
H -1.905 -2.075 0.746
H -0.733 -0.823 2.759



26.
18
Properties=species:S:1:pos:R:3 method="wB97M-V/def2-TZVPD" e_tot_ev=-9344.3062 gap_ev=8.17 charge=+1 de_lowest_kcal_mol=104.9
C 0.594 -0.099 -1.137
C 1.493 -0.553 -0.003
C -0.044 0.671 -0.019
C -2.100 -0.855 0.100
N 2.622 0.041 0.449
N -1.317 0.255 0.664
O 0.280 2.017 0.250
H 1.027 0.580 -1.947
H 0.021 -1.031 -1.572
H 1.027 -1.295 0.645
H -2.572 -0.762 -0.796
H -1.497 -1.755 0.024
H -2.933 -1.109 0.725
H 2.991 -0.354 1.291
H 3.194 0.536 -0.213
H -1.170 0.089 1.681
H -1.806 1.230 0.527
H 0.191 2.393 -0.667



27.
18
Properties=species:S:1:pos:R:3 method="wB97M-V/def2-TZVPD" e_tot_ev=-9347.1148 gap_ev=8.72 charge=+1 de_lowest_kcal_mol=40.2
C -0.442 1.566 -1.076
N -2.670 0.368 1.595
C -1.778 0.444 0.630
N -1.489 1.518 -0.045
H -0.852 2.053 -1.956
H -0.126 0.563 -1.340
H 0.405 2.141 -0.710
H -3.192 1.175 1.903
H -2.723 -0.470 2.154
H -1.348 -0.479 0.263
H -1.944 2.394 0.182
O 3.721 -2.245 -1.182
C 2.610 -2.239 -0.734
C 2.085 -1.133 0.152
H 1.925 -3.085 -0.939
H 2.629 -1.075 1.092
H 1.028 -1.328 0.363
H 2.161 -0.170 -0.352